No. 1
{
  "formula": "C23H19BBrF2N3O2SY",
  "method": "ωB97M-V/def2-TZVPD",
  "symbols": ["Y", "Br", "C", "C", "C", "C", "C", "C", "N", "N", "C", "C", "C", "C", "O", "C", "N", "C", "C", "C", "C", "H", "H", "H", "H", "H", "H", "H", "H", "H", "C", "C", "C", "C", "C", "C", "C", "S", "C", "O", "H", "H", "H", "H", "H", "H", "H", "H", "H", "H", "F", "B", "F"],
  "coordinates": [[-0.17499, -1.90118, 1.44550], [1.97103, 7.29228, 1.47137], [2.57197, 5.99432, 0.24392], [2.68194, 6.32200, -1.09516], [3.15351, 5.37030, -1.98789], [3.45594, 4.09298, -1.54921], [3.35831, 3.77820, -0.20005], [2.92269, 4.73304, 0.70319], [4.01233, 3.19064, -2.53182], [3.67510, 2.00237, -2.56406], [2.58524, 1.51288, -1.75604], [1.35383, 2.09626, -1.70690], [0.27669, 1.47126, -1.04712], [0.42542, 0.26592, -0.42338], [-0.59112, -0.36175, 0.21459], [1.70716, -0.34716, -0.45000], [1.86888, -1.54295, 0.22070], [3.03452, -2.15432, 0.16876], [4.12989, -1.64759, -0.54169], [4.00145, -0.44723, -1.18242], [2.77251, 0.25042, -1.14376], [2.42355, 7.31521, -1.43481], [3.28309, 5.61069, -3.03668], [3.64828, 2.79570, 0.15377], [2.85853, 4.50256, 1.75741], [1.19631, 3.04661, -2.19996], [-0.69861, 1.94078, -1.02772], [3.11922, -3.09165, 0.70769], [5.05576, -2.20516, -0.56466], [4.82748, -0.01842, -1.73525], [-6.11523, -0.78281, 1.51502], [-4.92337, -1.51407, 0.96387], [-4.55735, -1.39465, -0.37433], [-3.47375, -2.08958, -0.89249], [-2.75205, -2.91878, -0.05218], [-3.08469, -3.04705, 1.29994], [-4.16396, -2.34375, 1.79635], [-1.43621, -3.90216, -0.72410], [-2.13697, -5.53488, -0.57756], [-0.36970, -3.86340, 0.39528], [-6.57159, -0.13894, 0.76626], [-5.83141, -0.17022, 2.37145], [-6.86888, -1.49309, 1.85947], [-5.12527, -0.74031, -1.02405], [-3.18923, -1.97513, -1.93142], [-2.53454, -3.72182, 1.94951], [-4.42513, -2.43849, 2.84384], [-2.74599, -5.59808, 0.32063], [-1.28988, -6.21897, -0.53185], [-2.73024, -5.72725, -1.47135], [0.92421, -1.21657, 4.37602], [-0.20741, -1.51838, 3.70977], [-1.29734, -1.51863, 4.50360]],
  "orbital_gap_ev": 7.17,
  "total_charge": 1,
  "multiplicity": 1,
  "mol_weight_g_mol": 619.1,
  "e_above_lowest_kj_mol": 83.74
}

=====

No. 2
{
  "formula": "C6H10O",
  "method": "ωB97M-V/def2-TZVPD",
  "symbols": ["C", "C", "C", "C", "C", "C", "O", "H", "H", "H", "H", "H", "H", "H", "H", "H", "H"],
  "coordinates": [[1.06679, 1.26626, -1.50012], [1.62623, -0.13569, 0.07656], [0.88390, 0.37678, 1.27177], [0.33856, -0.78448, 0.48208], [-1.00652, -0.67763, -0.19377], [-2.13921, -1.15984, 0.68394], [-2.00162, -1.63211, 1.78619], [1.85713, 1.81661, -2.02047], [0.49436, 1.93598, -0.86502], [0.45114, 0.70047, -2.19865], [1.91041, 0.45270, -0.94584], [1.35645, 0.21841, 2.23981], [0.30766, 1.29890, 1.22368], [0.50911, -1.78041, 0.89379], [-1.04484, -1.26859, -1.12272], [-1.24345, 0.35240, -0.49172], [-3.15223, -1.05725, 0.23651]],
  "orbital_gap_ev": 8.90,
  "total_charge": 0,
  "multiplicity": 1,
  "mol_weight_g_mol": 98.1,
  "e_above_lowest_kj_mol": 495.29
}

=====

No. 3
{
  "formula": "C7H14Si",
  "method": "ωB97M-V/def2-TZVPD",
  "symbols": ["C", "C", "C", "C", "C", "C", "C", "Si", "H", "H", "H", "H", "H", "H", "H", "H", "H", "H", "H", "H", "H", "H"],
  "coordinates": [[3.17042, 0.59882, 0.25382], [-1.18079, -2.46741, -0.62290], [2.34580, -0.43366, 0.26624], [-0.07291, -2.10924, -0.03635], [-1.88499, 1.23500, 1.31180], [-0.10844, 0.94277, -1.75139], [-0.55931, 0.62964, 1.66122], [0.43615, -0.23932, 0.20298], [4.32077, 0.55830, 0.25453], [2.85506, 1.62987, 0.22153], [-1.44464, -3.47324, -0.84434], [-2.04688, -1.84360, -0.97982], [2.61818, -1.43598, 0.18855], [0.72152, -2.94055, 0.15274], [-1.86758, 2.04304, 0.44034], [-2.51919, 0.48767, 0.77716], [-2.28941, 1.75593, 2.18210], [-0.80983, 0.23497, -2.11265], [-0.49534, 1.85406, -1.34115], [0.76322, 0.92936, -2.34480], [-1.05194, -0.12371, 2.35146], [0.15168, 1.32790, 2.23343]],
  "orbital_gap_ev": 9.56,
  "total_charge": 0,
  "multiplicity": 1,
  "mol_weight_g_mol": 126.3,
  "e_above_lowest_kj_mol": 165.41
}